(1)
Density functional theory data (the ωB97M-V functional and the def2-TZVPD basis) for the molecule C5H9O5.

Each line ends with the Löwdin charge.
CARTESIAN COORDINATES (ANGSTROEM)
H: -1.26520 -0.49986 -1.49304  0.1695
C: -1.97594 -0.35941 -0.51367  -0.2302
O: -3.04082 -0.75089 -0.12027  0.1089
C: -1.13371 0.77523 -0.00073  -0.2856
C: 0.31141 0.19210 0.15786  -0.4225
C: 0.56630 -0.01569 1.66102  0.0163
C: 0.70614 -1.11406 -0.58485  -0.2024
O: 2.04306 -1.37252 -0.23454  -0.0475
O: 1.29164 1.02158 -0.44616  -0.0024
O: 0.80363 2.26966 -0.65562  0.0311
O: -1.42136 1.66806 -1.08327  -0.0410
H: -1.37260 1.24646 0.96704  0.1569
H: -0.16293 -0.74998 2.03346  0.1123
H: 1.58506 -0.38538 1.78912  0.0900
H: 0.45681 0.92774 2.20533  0.0991
H: 0.07672 -1.95533 -0.23387  0.1436
H: 0.67257 -0.95887 -1.67674  0.1370
H: 2.39760 -2.15740 -0.67381  0.1111
H: -0.53838 2.21857 -1.09724  0.0555

The spin multiplicity is 2. For the highest occupied orbital energy (alpha / beta), the calculation gives -0.3636 / -0.3652 Eh. The calculation puts the total energy at -15561.9003 eV. For the max |F|, the calculation gives 3.5 eV Å⁻¹. The value obtained for the energy above the lowest of the compared OMol25 structures with the same formula, charge and spin is 39.9 kcal per mole.

(2)
Density functional theory data (the ωB97M-V functional and the def2-TZVPD basis) for a structure of composition C45H45N7O4PbS5.

Each line ends with the Löwdin charge.
CARTESIAN COORDINATES (ANGSTROEM)
Pb: 0.54905 0.22322 -0.69796  1.3719
C: 3.68930 2.75778 -2.94794  -0.0347
C: 3.01792 2.91760 -1.61021  -0.2868
C: 3.69997 2.65597 -0.42416  -0.0654
C: 3.08433 2.81558 0.80848  -0.0728
C: 1.77349 3.26822 0.88211  -0.0982
C: 1.08608 3.55035 -0.29089  -0.1379
C: 1.69865 3.36100 -1.52405  -0.1062
H: 3.88030 1.70797 -3.18426  0.0668
H: 4.64845 3.27568 -2.96804  0.0930
H: 3.07264 3.16390 -3.74835  0.0816
H: 4.73571 2.33913 -0.46246  0.1150
H: 3.63710 2.60697 1.71529  0.1132
H: 1.29867 3.42042 1.84301  0.1095
H: 0.07666 3.94012 -0.25301  0.0879
H: 1.15689 3.58533 -2.43550  0.0978
O: -1.18301 1.49034 0.53053  -0.7216
S: -2.27118 2.45728 0.08304  0.9475
C: -3.76866 1.47726 -0.23258  -0.3092
C: -4.44574 0.79912 0.95061  -0.2001
C: -3.55210 -0.19313 1.69337  -0.2215
C: -3.31588 -1.49465 0.93187  -0.2815
S: -1.68585 -2.27374 1.16851  1.0600
O: -0.76493 -1.43421 0.29611  -0.7428
C: -1.38805 -1.82715 2.86409  -0.4092
C: -0.66486 -0.69636 3.20117  -0.0980
C: -0.54141 -0.35954 4.54134  -0.0782
C: -1.12501 -1.15574 5.51940  -0.0573
C: -1.82135 -2.30275 5.16446  -0.0448
C: -1.95122 -2.64927 3.82716  -0.0639
C: -2.76287 3.34665 1.54132  -0.3953
C: -3.63770 4.41389 1.38315  -0.0773
C: -4.05272 5.11128 2.50634  -0.0520
C: -3.57916 4.75064 3.76178  -0.0509
C: -2.68756 3.69634 3.89952  -0.0488
C: -2.27020 2.98378 2.78395  -0.0664
H: -3.43794 0.77513 -1.00240  0.0702
H: -4.44336 2.18978 -0.71463  0.1017
H: -5.35001 0.31111 0.57621  0.1293
H: -4.78065 1.56455 1.65287  0.1158
H: -3.98650 -0.42141 2.66686  0.1311
H: -2.60055 0.29163 1.88655  0.0624
H: -3.33335 -1.36328 -0.15310  0.0920
H: -4.05300 -2.26059 1.17859  0.1042
H: -0.21601 -0.08630 2.42811  0.0943
H: 0.01740 0.52452 4.82389  0.1155
H: -1.02527 -0.88927 6.56325  0.1140
H: -2.25368 -2.93506 5.92777  0.1177
H: -2.47363 -3.55539 3.54367  0.1242
H: -3.98761 4.70337 0.39887  0.1172
H: -4.73587 5.94287 2.40129  0.1173
H: -3.89944 5.30297 4.63477  0.1165
H: -2.31414 3.42715 4.87869  0.1139
H: -1.57085 2.16386 2.87092  0.0934
S: -0.98438 1.37396 -2.76695  0.6354
C: -1.10886 0.14478 -3.92951  -0.7305
N: -1.81936 0.23116 -5.05614  0.0814
N: -2.45252 1.34136 -5.26122  0.0508
C: -3.22966 1.56119 -6.38324  -0.2096
C: -3.37294 0.57698 -7.36886  0.0090
C: -4.15997 0.85724 -8.46469  -0.0424
C: -4.79446 2.09346 -8.58283  -0.0327
C: -4.64448 3.06529 -7.59764  -0.0495
C: -3.86187 2.80611 -6.49256  -0.0004
N: -0.45753 -1.09798 -3.90892  0.0445
N: 0.16684 -1.39724 -2.87533  -0.0118
C: 0.86833 -2.62419 -2.95869  -0.2500
C: 1.20816 -3.19984 -4.18679  -0.0085
C: 1.89364 -4.39708 -4.19870  -0.0512
C: 2.22282 -5.02683 -3.00081  -0.0389
C: 1.87680 -4.45670 -1.78360  -0.0503
C: 1.20925 -3.24257 -1.75841  -0.0267
H: -2.35662 2.09274 -4.56965  0.0966
H: -2.87086 -0.37264 -7.25795  0.1168
H: -4.28331 0.11248 -9.23844  0.1198
H: -5.40736 2.30001 -9.44950  0.1200
H: -5.13746 4.02188 -7.69772  0.1188
H: -3.73078 3.55300 -5.71847  0.1213
H: 0.94422 -2.69744 -5.10592  0.1117
H: 2.17206 -4.84751 -5.14157  0.1156
H: 2.75080 -5.97114 -3.01910  0.1182
H: 2.12010 -4.95371 -0.85488  0.0994
H: 0.89621 -2.80776 -0.81611  0.0660
N: 5.15147 -2.09744 7.03567  0.1374
C: 4.52504 -2.41246 5.87531  -0.3000
C: 3.23969 -1.91098 5.59604  -0.0120
C: 2.60492 -2.23739 4.42211  -0.0475
C: 3.23754 -3.06635 3.49630  -0.3108
C: 4.51130 -3.57058 3.75555  -0.0504
C: 5.14646 -3.24968 4.93264  -0.0094
S: 2.44718 -3.45864 2.00901  0.6085
O: 1.04281 -3.66554 2.19695  -0.2841
O: 3.22965 -4.45587 1.32290  -0.3724
N: 2.52507 -2.02366 1.14505  -0.0238
C: 3.50444 -1.80199 0.33959  -0.6608
S: 4.88315 -2.88457 -0.02504  1.1341
C: 5.47697 -1.72089 -1.08667  -0.3332
C: 4.62969 -0.61122 -1.15275  -0.2108
N: 3.56130 -0.63987 -0.37895  0.0218
H: 4.70597 -1.52303 7.72630  0.1070
H: 6.05241 -2.47901 7.25671  0.1094
H: 2.74707 -1.27635 6.32232  0.1138
H: 1.60880 -1.86835 4.21741  0.0915
H: 4.98434 -4.22928 3.04014  0.1130
H: 6.12841 -3.65313 5.14420  0.1200
H: 6.39247 -1.86195 -1.63939  0.0837
H: 4.81572 0.24424 -1.78659  0.0980

The spin multiplicity is 1. For the highest occupied orbital energy (alpha / beta), the calculation gives -0.4392 / -0.4375 Eh. The calculation puts the total energy at -125424.8819 eV. For the max |F|, the calculation gives 0.5 eV Å⁻¹. The value obtained for the energy above the lowest of the compared OMol25 structures with the same formula, charge and spin is 11.3 kcal per mole. The charge is +2.

(3)
Density functional theory data (the ωB97M-V functional and the def2-TZVPD basis) for the molecule C2H3F2NS.

Each line ends with the Löwdin charge.
CARTESIAN COORDINATES (ANGSTROEM)
C: -0.83294 0.41912 -0.45378  -0.1416
C: 0.85187 0.43477 -0.10242  -0.7990
N: -1.38778 -0.50580 0.14608  0.0897
F: 1.68830 1.13628 -0.93921  0.0147
F: 0.96242 1.00659 1.09171  0.0336
S: 1.28296 -1.34929 -0.00883  0.7980
H: -1.14339 1.30115 -1.00150  0.1068
H: -2.26891 -0.87527 0.05492  0.0395
H: 0.84746 -1.56756 1.21301  -0.1418

The spin multiplicity is 1. For the highest occupied orbital energy, the calculation gives -0.3433 Eh. The calculation puts the total energy at -19881.0430 eV. For the max |F|, the calculation gives 3.0 eV Å⁻¹. The value obtained for the energy above the lowest of the compared OMol25 structures with the same formula, charge and spin is 42.1 kcal per mole.